No. 1
DFT (ωB97M-V/def2-TZVPD) results for 2 unconnected molecules or ions with the total composition C8H6NOP.

XYZ file:
```
17
Properties=species:S:1:pos:R:3:forces:R:3:nbo_charge:R:1
C -1.654 -1.275 -0.065 -0.602 2.671 -0.046 -0.19
C -2.628 -0.253 -0.096 -2.214 -2.551 -0.636 -0.17
C -0.349 -0.848 -0.140 -1.497 2.786 -0.948 -0.15
C -2.368 1.086 -0.193 0.343 -0.816 0.166 -0.17
C -0.087 0.509 -0.359 -0.354 -1.004 0.814 -0.16
C -1.085 1.470 -0.311 -0.229 -1.888 0.041 -0.13
C 1.111 1.340 -0.379 2.372 0.718 -0.150 0.38
C -0.455 2.734 -0.072 -0.588 2.222 0.674 0.64
N 0.910 2.588 -0.348 2.486 -1.202 -0.090 -0.53
O -0.926 3.681 0.493 -0.112 0.024 -0.432 -0.47
P 4.229 0.228 0.008 -2.022 1.934 0.300 0.12
H -1.919 -2.295 -0.025 -0.248 -0.881 0.126 0.22
H -3.701 -0.587 -0.187 1.158 0.429 0.498 0.22
H 0.390 -1.511 -0.232 3.063 -2.527 0.039 0.21
H -3.101 1.806 -0.148 -1.798 1.343 0.077 0.23
H 4.046 1.602 0.498 0.214 -1.076 0.138 0.00
H 4.753 0.856 -1.131 0.027 -0.183 -0.570 -0.04
```
Forces are in eV/Å.

Properties
molar mass	163.1	g/mol
total energy	-779.5936	Eh

---

No. 2
DFT (ωB97M-V/def2-TZVPD) results for 2 unconnected molecules or ions with the total composition C8H6O3S2.

XYZ file:
```
19
Properties=species:S:1:pos:R:3:forces:R:3:nbo_charge:R:1
C -0.803 0.061 1.864 -0.396 0.730 -2.248 -0.26
C 0.163 0.982 1.631 -0.532 -0.687 0.200 -0.13
C -1.585 -0.540 0.771 0.865 1.248 -1.470 -0.14
C 0.527 1.310 0.299 -2.349 -1.843 -1.487 -0.47
C -1.334 -0.242 -0.576 -0.498 0.364 4.172 -0.10
C -0.242 0.633 -0.897 2.076 0.274 1.033 0.53
C 1.505 2.105 -0.033 1.424 1.040 -0.682 0.84
C -1.994 -0.909 -1.685 -3.594 1.228 0.033 -0.63
O 2.366 2.786 -0.373 -0.297 -0.165 0.148 -0.39
O 2.715 -2.402 -0.142 1.586 1.099 -0.574 -0.80
O 0.187 0.686 -2.029 0.250 0.690 -0.683 -0.59
S 4.169 -0.220 0.988 0.019 -0.543 -0.800 -0.24
S 3.868 -1.499 -0.388 -1.665 -0.521 1.363 1.05
H -1.231 -0.009 2.806 -0.255 -0.507 1.834 0.21
H 0.664 1.507 2.412 0.116 0.148 0.651 0.22
H -2.435 -1.177 1.038 0.456 0.067 -0.156 0.21
H -2.952 -1.358 -1.183 1.871 0.017 -1.473 0.21
H -2.383 -0.165 -2.498 1.080 -1.481 1.302 0.23
H -1.206 -1.548 -2.006 -0.158 -1.159 -1.161 0.24
```
Forces are in eV/Å.

Properties
molar mass	214.3	g/mol
total energy	-1330.4509	Eh

---

No. 3
DFT (ωB97M-V/def2-TZVPD) results for C8H6O4 in the gas phase.

XYZ file:
```
18
Properties=species:S:1:pos:R:3:forces:R:3:nbo_charge:R:1
C -0.509 -0.752 0.430 4.556 -0.712 0.685 -0.14
C -0.145 0.599 0.215 0.509 1.051 -0.766 -0.27
C -1.780 -0.896 0.120 -0.623 0.146 0.213 0.52
C -1.251 1.274 -0.129 -1.448 -0.368 1.218 0.58
C 1.901 -1.446 -0.499 -0.284 2.126 -1.615 -0.18
C 2.059 -0.198 -1.033 -2.460 -0.578 3.318 -0.18
C 1.167 -0.996 0.743 -1.320 -1.024 -1.663 -0.20
C 1.343 0.476 0.243 1.191 -0.214 -0.967 0.24
O -2.296 0.362 -0.125 -0.407 0.554 -0.540 -0.47
O -2.633 -1.922 0.110 -1.982 -0.337 -2.572 -0.67
O -1.603 2.569 -0.060 -2.110 0.737 -0.177 -0.68
O 2.156 1.470 0.808 0.094 -0.834 -0.046 -0.70
H 2.020 -2.400 -0.975 0.144 -0.444 0.114 0.21
H 2.163 0.355 -1.926 0.866 -0.110 -1.103 0.21
H 1.563 -1.427 1.625 -0.338 -0.019 1.358 0.23
H -3.150 -1.941 -0.798 1.576 0.105 2.686 0.49
H -2.599 2.702 0.149 2.526 -0.742 -0.615 0.51
H 1.592 2.170 1.100 -0.491 0.662 0.470 0.48
```
Forces are in eV/Å.

Properties
molar mass	166.1	g/mol
total energy	-609.2066	Eh
SMILES string	Oc1oc(O)c2c1[C@H]1C=C[C@@]21O

---

No. 4
DFT (ωB97M-V/def2-TZVPD) results for a molecular structure, C8H6O5S2.

XYZ file:
```
21
Properties=species:S:1:pos:R:3:forces:R:3:nbo_charge:R:1
C -3.281 -0.487 0.568 -1.947 -0.277 1.776 -0.20
C -2.137 -1.194 0.931 -0.872 -2.658 0.958 -0.44
C -3.164 0.631 -0.194 -1.878 1.409 -0.603 -0.43
C -0.831 -0.686 0.608 1.942 -1.561 -0.511 -0.27
C -1.921 1.051 -0.675 2.141 1.358 -0.440 -0.30
C -0.666 0.464 -0.198 -3.660 -1.926 0.783 -0.17
C 0.506 0.827 -0.714 5.924 0.035 0.841 -0.09
C 2.145 0.258 -0.074 -4.963 0.502 -0.872 -0.32
O 2.461 0.603 1.276 -0.046 -0.041 0.431 -0.65
O 2.466 -1.652 -1.743 -0.819 -0.441 -1.439 -1.02
O 3.157 2.779 0.144 -0.345 -0.010 -0.357 -0.98
O 2.456 -2.311 0.602 0.439 1.045 -0.408 -0.99
O 4.298 -0.926 -0.392 -0.540 -1.002 0.728 -1.05
S 3.457 1.340 0.192 1.126 2.055 0.469 1.48
S 2.869 -1.335 -0.410 1.210 -1.058 0.033 2.38
H -4.371 -0.670 1.057 2.518 -0.106 -1.276 0.15
H -2.372 -2.256 1.348 1.079 1.862 -0.537 0.17
H -4.107 1.170 -0.450 0.902 -0.156 0.125 0.16
H 0.103 -1.348 0.534 -1.638 0.707 0.936 0.22
H -1.735 2.012 -1.154 -0.649 -0.049 -0.195 0.17
H 0.666 1.732 -1.258 0.077 0.311 -0.441 0.18
```
Forces are in eV/Å.

Properties
2S+1	3
molar mass	246.3	g/mol
<S²>	2.030
total energy	-1480.8054	Eh
charge	-2

---

No. 5
DFT (ωB97M-V/def2-TZVPD) results for 2 unconnected molecules or ions with the total composition C8H6Si.

XYZ file:
```
15
Properties=species:S:1:pos:R:3:forces:R:3:nbo_charge:R:1
C 2.761 0.948 0.723 -0.329 -0.647 -0.170 -0.18
C 1.084 -3.133 1.825 -0.346 1.854 0.586 -0.21
C -2.783 -1.013 -0.695 -0.280 -0.606 0.523 -0.16
C 1.812 0.214 0.832 0.741 0.867 -0.674 -0.01
C 0.933 -1.993 1.400 0.334 -1.865 0.122 -0.01
C -1.687 -0.819 -0.172 -0.614 -0.204 -0.502 -0.07
C 0.742 -0.708 0.751 -1.242 -0.970 0.754 -0.25
C -0.469 -0.483 0.228 1.099 0.812 -0.112 0.11
Si -0.839 2.523 -1.522 1.384 -1.615 -1.315 0.57
H 3.663 1.446 0.457 -0.048 0.251 0.305 0.24
H 1.145 -3.919 2.578 0.035 0.317 -0.953 0.25
H -3.726 -1.506 -0.889 0.482 0.460 -0.103 0.24
H -2.145 3.008 -1.386 -1.446 0.870 0.609 -0.19
H -0.810 2.098 -3.001 0.310 0.183 0.917 -0.17
H 0.319 3.337 -1.130 -0.079 0.293 0.015 -0.16
```
Forces are in eV/Å.

Properties
molar mass	130.2	g/mol
total energy	-597.5380	Eh

---

No. 6
DFT (ωB97M-V/def2-TZVPD) results for C8H7Br in the gas phase.

XYZ file:
```
16
Properties=species:S:1:pos:R:3:forces:R:3:nbo_charge:R:1
C -2.044 -0.167 -0.807 -2.686 0.608 -2.688 -0.21
C -2.027 -1.415 -0.291 2.755 -1.233 1.295 -0.22
C -1.003 0.720 -0.725 0.535 -1.022 1.638 -0.21
C -0.780 -1.782 0.414 -1.995 -2.597 1.033 -0.31
C 0.082 0.424 0.076 0.236 0.477 -0.028 -0.12
C 0.115 -0.811 0.687 0.223 0.080 -0.765 0.15
C 1.301 1.245 0.231 1.670 -1.895 -0.511 -0.49
C 2.400 0.413 0.992 -1.863 0.258 -3.847 -0.16
Br 3.828 0.045 -0.177 0.232 -0.383 0.566 0.06
H -2.923 0.066 -1.527 1.455 -0.106 1.480 0.21
H -2.852 -2.067 -0.532 0.223 -0.467 0.353 0.22
H -1.086 1.632 -1.186 0.010 2.092 -1.175 0.21
H -0.570 -2.842 0.865 -0.780 1.973 -1.056 0.23
H 1.681 1.606 -0.729 -0.029 -0.299 -0.032 0.23
H 1.257 2.091 0.812 -0.989 2.238 1.438 0.22
H 2.619 0.844 1.897 1.003 0.278 2.298 0.17
```
Forces are in eV/Å.

Properties
molar mass	183.0	g/mol
total energy	-2882.8705	Eh

---

No. 7
DFT (ωB97M-V/def2-TZVPD) results for C8H7Br2NO in the gas phase.

XYZ file:
```
19
Properties=species:S:1:pos:R:3:forces:R:3:nbo_charge:R:1
C -0.118 2.738 0.647 0.462 -0.170 -0.185 -0.26
C -1.415 2.768 1.132 -0.180 -0.092 0.062 -0.22
C -1.610 0.346 1.010 -0.223 0.307 0.066 -0.25
C -0.337 0.368 0.529 3.693 -2.824 -1.401 -0.02
C 0.427 1.502 0.329 -0.775 -0.581 0.176 0.31
C -2.147 1.600 1.295 -0.206 -0.062 0.086 -0.09
C 0.944 -0.950 0.068 -3.305 2.854 1.956 0.17
C 0.425 -2.092 -0.745 0.130 -0.183 -0.011 -0.67
N 1.795 -0.074 -0.585 -0.061 0.422 -0.604 -0.36
O 1.670 1.299 -0.160 0.543 0.046 0.166 -0.34
Br -3.940 1.704 1.924 0.147 0.008 -0.026 0.05
Br 1.611 -1.636 1.886 -0.089 0.147 -0.553 -0.12
H 0.456 3.642 0.524 0.032 0.140 -0.016 0.23
H -1.865 3.716 1.387 -0.042 0.035 -0.002 0.23
H -2.171 -0.561 1.161 -0.039 -0.089 0.017 0.24
H 1.242 -2.772 -0.986 -0.009 -0.090 -0.027 0.23
H -0.005 -1.714 -1.670 0.010 0.074 -0.004 0.24
H -0.329 -2.641 -0.190 0.005 -0.044 0.063 0.23
H 2.788 -0.274 -0.581 -0.094 0.103 0.238 0.39
```
Forces are in eV/Å.

Properties
molar mass	293.0	g/mol
total energy	-5586.9840	Eh
SMILES string	C[C@@]1(Br)NOc2ccc(Br)cc21

---

No. 8
DFT (ωB97M-V/def2-TZVPD) results for a molecular structure, C8H7BrINO2.

XYZ file:
```
20
Properties=species:S:1:pos:R:3:forces:R:3:nbo_charge:R:1
C -1.946 -1.675 -1.400 0.965 1.280 -2.426 -0.23
C -1.661 -1.591 -0.119 1.485 -0.887 5.352 -0.17
C -1.146 -0.987 -2.354 -0.441 -0.294 1.049 -0.18
C -0.508 -0.908 0.362 -2.301 -0.525 -3.674 -0.26
C -0.014 -0.332 -1.935 0.267 1.039 -0.928 -0.25
C 0.249 -0.282 -0.557 4.078 2.079 0.331 -0.02
C 0.607 1.845 1.519 0.442 1.071 0.578 0.89
C 1.747 0.437 -0.006 -1.905 -1.632 -2.342 0.13
N 0.507 1.839 2.915 1.672 -2.169 -4.350 -0.83
O -0.034 2.463 0.709 -0.067 -0.779 1.010 -0.57
O 1.743 1.129 1.169 -0.199 -0.820 0.088 -0.60
Br 2.467 1.556 -1.546 -0.040 -0.453 1.199 0.01
I 3.022 -1.371 0.277 -0.307 0.992 -0.077 0.14
H -2.769 -2.222 -1.666 -1.935 -1.210 -1.054 0.21
H -2.125 -2.179 0.763 -0.013 0.908 -2.055 0.21
H -1.452 -0.904 -3.378 -0.027 -0.309 -0.402 0.22
H -0.400 -0.948 1.354 1.098 0.207 3.646 0.22
H 0.584 0.227 -2.723 -0.708 -0.861 1.513 0.25
H -0.138 2.461 3.203 -2.203 2.337 1.940 0.40
H 1.267 1.441 3.414 0.139 0.025 0.601 0.42
```
Forces are in eV/Å.

Properties
molar mass	356.0	g/mol
total energy	-3385.9518	Eh

---

| no. | strongest force on any atom (eV/Å) |
| --- | --- |
| 1 | 3.971 |
| 2 | 4.217 |
| 3 | 4.662 |
| 4 | 5.983 |
| 5 | 2.500 |
| 6 | 4.282 |
| 7 | 4.856 |
| 8 | 5.625 |